Entry 1:
ORCA calculation (ωB97M-V/def2-TZVPD) on one molecule with the formula C4H13N3O.

Each line ends with the natural charge from an NBO analysis.
Positions of all 21 atoms, in Å:
C  -1.21992  -1.59896  0.98693  -0.411
N  -1.01768  -1.08497  -0.35491  -0.456
C  -2.07183  -0.20497  -0.82489  -0.405
C  0.36473  -0.73003  -0.76588  -0.240
C  1.07740  0.18325  0.24989  0.217
N  0.41743  1.44200  0.57844  -0.865
O  2.39520  0.44339  -0.46223  -0.450
N  3.09751  1.60782  0.07501  -0.518
H  -1.32865  -0.79725  1.72373  0.152
H  -2.12685  -2.21348  1.01825  0.202
H  -0.39398  -2.24970  1.29162  0.207
H  -3.03715  -0.72359  -0.80495  0.199
H  -2.16323  0.70487  -0.22549  0.152
H  -1.90804  0.09749  -1.86482  0.202
H  0.93597  -1.66159  -0.85507  0.210
H  0.34776  -0.25294  -1.75359  0.208
H  1.33583  -0.35992  1.16465  0.171
H  -0.37024  1.24838  1.19072  0.378
H  0.14484  1.88960  -0.29277  0.367
H  2.37940  2.04495  0.67060  0.351
H  3.14151  2.21565  -0.74524  0.328

Forces on atoms 1 to 3 (eV/Å):
0.10 -0.05 -0.47
0.47 -0.08 -0.89
0.09 -0.24 0.01

The calculation puts the energy above the lowest of the compared OMol25 structures with the same formula, charge and spin at 3.592 eV. The SMILES is CN(C)C[C@H](N)ON. For the lowest unoccupied orbital energy, the calculation gives 0.8171 eV. Its total energy is -399.61526 Ha. The gap between HOMO and LUMO comes out at 9.066 eV.

---

Entry 2:
ORCA calculation (ωB97M-V/def2-TZVPD) on a 3-piece molecular cluster, C5H12O2 overall.

Each line ends with the natural charge from an NBO analysis.
Positions of all 19 atoms, in Å:
C  -0.47805  -0.09325  -1.22612  -0.385
C  0.32723  0.09732  -0.17775  -0.191
C  1.68938  -0.47466  0.17566  -0.490
C  2.54430  -0.80574  -1.12283  -0.140
C  3.75861  -0.18562  -1.23820  -0.428
H  -1.12322  0.73017  -1.48259  0.199
H  -0.67535  -0.98291  -1.75002  0.192
H  0.18133  1.11907  0.19164  0.181
H  2.39712  0.25885  0.72389  0.211
H  1.57005  -1.41183  0.65957  0.227
H  1.74477  -1.12671  -1.94793  0.222
H  4.57992  -0.66913  -1.73465  0.214
H  3.91717  0.58103  -0.49005  0.187
O  -4.67793  -0.91564  1.23752  -0.961
H  -5.12324  -0.42720  0.52343  0.465
H  -3.91895  -0.31587  1.51870  0.493
O  -2.54972  1.36622  1.89399  -0.953
H  -1.64091  1.09283  1.80395  0.478
H  -2.52249  2.16307  2.44179  0.478

Forces on atoms 1 to 3 (eV/Å):
-0.30 0.38 1.27
0.95 2.03 -0.86
1.30 1.06 -1.69

The calculation puts the energy above the lowest of the compared OMol25 structures with the same formula, charge and spin at 3.891 eV. The SMILES is C=CCC=C.O.O. For the lowest unoccupied orbital energy, the calculation gives 0.5541 eV. Its total energy is -348.06181 Ha. The gap between HOMO and LUMO comes out at 9.847 eV.